Density functional theory data (wB97M-V/def2-TZVPD) for C32H36ErN9O3SSi as an isolated structure.

```
83
Properties=species:S:1:pos:R:3:mulliken_spin:R:1
Er 0.094 -1.087 0.238 3.04
N -2.053 -2.713 -3.484 0.00
C -1.696 -2.134 -2.319 0.00
O -0.519 -2.184 -1.948 0.00
C -2.759 -1.417 -1.527 0.00
C -2.380 -1.316 -0.053 -0.01
H -1.346 -3.140 -4.057 0.00
H -3.002 -2.677 -3.806 0.00
H -3.726 -1.889 -1.754 0.00
H -2.812 -0.418 -1.982 0.00
H -2.737 -2.216 0.466 0.00
H -2.942 -0.488 0.398 0.00
O 1.937 -0.858 -1.123 0.00
N 2.779 -1.797 -1.256 0.00
N 2.482 -2.854 -0.618 0.00
O 1.412 -2.973 0.138 0.00
C 3.414 -3.953 -0.662 0.00
C 3.247 -4.973 0.256 0.00
C 4.138 -6.039 0.250 0.00
C 5.178 -6.080 -0.664 0.00
C 5.326 -5.045 -1.581 0.00
C 4.447 -3.976 -1.590 0.00
H 2.436 -4.916 0.966 0.00
H 4.015 -6.838 0.970 0.00
H 5.871 -6.911 -0.666 0.00
H 6.133 -5.071 -2.302 0.00
H 4.556 -3.170 -2.300 0.00
C -0.664 2.552 5.085 0.00
Si 1.051 1.887 5.338 0.00
C 2.235 3.325 5.441 0.00
C 1.072 0.957 6.960 0.00
C 1.744 0.714 4.035 0.00
C 2.981 0.161 4.339 0.00
C 3.627 -0.727 3.481 0.00
C 2.982 -1.042 2.308 0.00
N 1.805 -0.518 1.973 0.00
C 1.176 0.346 2.793 0.00
S -0.364 0.908 2.186 0.00
H -0.900 3.177 5.952 0.00
H -1.404 1.754 5.012 0.00
H -0.740 3.153 4.179 0.00
H 1.938 4.020 6.231 0.00
H 2.248 3.873 4.495 0.00
H 3.256 2.994 5.647 0.00
H 0.741 1.600 7.780 0.00
H 2.067 0.580 7.210 0.00
H 0.396 0.099 6.909 0.00
H 3.466 0.419 5.276 0.00
H 4.589 -1.159 3.719 0.00
H 3.412 -1.742 1.600 0.00
N -1.255 -4.461 3.110 0.00
C -1.821 -3.436 3.839 0.00
C -1.377 -2.290 3.260 0.00
N -0.530 -2.598 2.219 0.00
C -0.484 -3.906 2.150 0.00
H -1.381 -5.445 3.266 0.00
H -2.475 -3.616 4.674 0.00
H -1.593 -1.264 3.508 0.00
H 0.081 -4.471 1.428 0.00
N -3.259 4.304 -3.949 0.00
C -3.533 4.982 -5.121 0.00
C -4.552 5.860 -5.484 0.00
C -4.508 6.354 -6.772 0.00
C -3.482 5.993 -7.665 0.00
C -2.477 5.126 -7.291 0.00
C -2.509 4.610 -5.994 0.00
N -1.640 3.724 -5.370 0.00
C -2.130 3.562 -4.174 0.00
C -1.545 2.675 -3.150 0.00
C -2.002 2.647 -1.839 0.00
C -1.418 1.771 -0.941 0.00
N -0.422 0.954 -1.280 0.00
C 0.028 0.991 -2.538 0.00
C -0.501 1.831 -3.501 0.00
H -3.812 4.310 -3.111 0.00
H -5.339 6.145 -4.798 0.00
H -5.279 7.038 -7.102 0.00
H -3.485 6.410 -8.664 0.00
H -1.682 4.848 -7.970 0.00
H -2.796 3.293 -1.488 0.00
H -1.754 1.715 0.085 0.00
H 0.839 0.312 -2.765 0.00
H -0.119 1.833 -4.512 0.00
```

## Properties
Spin multiplicity = 4
LUMO level (alpha / beta) = -0.0010 / -0.0010 hartree
⟨S²⟩ = 3.752
Net charge = 0
Total energy = -99660.06962 eV
Energy relative to the best compared isomer or geometry (same formula, charge and spin) = 4.23 kcal/mol
HOMO energy (alpha / beta) = -6.97 / -6.95 eV
Molecular weight = 822.1 g/mol

***

Density functional theory data (wB97M-V/def2-TZVPD) for a 11-piece molecular cluster, C32H36F11INO30 overall.

```
111
Properties=species:S:1:pos:R:3:lowdin_charge:R:1
C 6.640 4.513 4.563 -0.06
C 5.522 5.491 3.868 -0.35
F 5.624 5.346 2.397 -0.07
N 4.108 5.316 4.389 -0.36
I 3.342 3.408 4.190 1.14
H 6.180 3.990 5.524 0.09
H 6.954 3.684 3.765 0.12
H 7.580 5.175 4.871 0.12
H 5.826 6.615 4.117 0.19
H 4.113 5.647 5.398 0.16
H 3.501 5.963 3.803 0.12
C 4.102 3.895 0.085 -0.12
C 4.900 2.701 -0.315 -0.33
O 4.400 2.384 -1.594 0.14
C 3.982 3.572 -2.116 -0.49
O 3.744 3.754 -3.298 0.16
O 3.869 4.537 -1.153 0.08
F 4.653 1.658 0.509 0.06
H 3.143 3.630 0.542 0.11
H 4.649 4.550 0.769 0.11
H 5.978 2.882 -0.376 0.17
C 0.845 -0.360 6.964 -0.06
C 0.000 0.156 5.850 -0.33
O -0.193 1.512 6.184 0.14
C 0.918 1.865 6.890 -0.53
O 1.248 3.017 7.115 0.08
O 1.621 0.769 7.309 0.07
F -1.206 -0.455 5.836 0.09
H 0.255 -0.674 7.832 0.16
H 1.480 -1.193 6.652 0.15
H 0.466 0.083 4.862 0.18
C 0.985 8.149 2.679 -0.07
C 0.552 8.350 1.267 -0.32
O 1.295 7.387 0.554 0.17
C 1.501 6.372 1.439 -0.48
O 1.863 5.251 1.123 0.12
O 1.244 6.761 2.726 0.05
F 0.907 9.576 0.823 0.09
H 1.900 8.698 2.924 0.15
H 0.207 8.427 3.396 0.16
H -0.518 8.187 1.098 0.19
C -0.899 10.951 -2.777 -0.07
C -0.523 12.005 -1.793 -0.33
O -1.582 11.980 -0.862 0.14
C -2.040 10.696 -0.881 -0.51
O -2.761 10.215 -0.023 0.14
O -1.585 10.011 -1.974 0.07
F -0.498 13.224 -2.376 0.09
H -1.573 11.322 -3.557 0.15
H -0.027 10.497 -3.254 0.15
H 0.425 11.819 -1.277 0.17
C -3.196 -3.339 2.071 -0.08
C -3.684 -2.561 3.246 -0.33
O -2.915 -3.063 4.315 0.14
C -1.739 -3.458 3.752 -0.50
O -0.722 -3.690 4.384 0.13
O -1.837 -3.557 2.391 0.07
F -4.986 -2.829 3.494 0.09
H -3.703 -4.304 1.962 0.14
H -3.295 -2.784 1.135 0.15
H -3.535 -1.480 3.161 0.18
C 7.154 -0.698 -0.758 -0.09
C 7.568 -0.020 -2.019 -0.33
O 8.708 -0.743 -2.424 0.15
C 8.518 -2.003 -1.941 -0.50
O 9.146 -2.981 -2.312 0.16
O 7.532 -2.039 -0.993 0.08
F 7.938 1.259 -1.781 0.07
H 7.688 -0.319 0.121 0.15
H 6.079 -0.619 -0.577 0.14
H 6.813 -0.048 -2.812 0.18
C -1.979 -7.247 -1.186 -0.08
C -1.602 -6.194 -0.201 -0.31
O -2.661 -6.219 0.729 0.12
C -3.119 -7.502 0.710 -0.50
O -3.841 -7.984 1.568 0.14
O -2.664 -8.187 -0.383 0.09
F -1.578 -4.975 -0.785 0.08
H -2.653 -6.877 -1.966 0.10
H -1.106 -7.702 -1.663 0.13
H -0.654 -6.380 0.315 0.18
C -2.838 -3.617 -4.375 -0.06
C -4.313 -3.402 -4.409 -0.33
O -4.838 -4.707 -4.331 0.13
C -3.912 -5.421 -3.632 -0.47
O -4.127 -6.510 -3.126 0.14
O -2.714 -4.764 -3.559 0.07
F -4.694 -2.858 -5.586 0.09
H -2.418 -3.828 -5.364 0.15
H -2.304 -2.767 -3.941 0.15
H -4.698 -2.800 -3.578 0.17
C -7.611 -4.034 -3.212 -0.07
C -9.000 -3.531 -3.413 -0.32
O -9.102 -2.470 -2.491 0.15
C -7.834 -1.986 -2.364 -0.49
O -7.560 -0.904 -1.873 0.15
O -6.907 -2.860 -2.863 0.05
F -9.908 -4.475 -3.078 0.09
H -7.537 -4.758 -2.394 0.16
H -7.197 -4.485 -4.118 0.14
H -9.201 -3.161 -4.424 0.18
C -1.107 -10.975 -3.996 -0.07
C -1.952 -10.459 -5.110 -0.33
O -2.145 -9.103 -4.776 0.15
C -1.034 -8.750 -4.070 -0.50
O -0.703 -7.598 -3.845 0.13
O -0.330 -9.846 -3.651 0.08
F -3.158 -11.070 -5.124 0.09
H -1.696 -11.289 -3.128 0.15
H -0.471 -11.808 -4.308 0.15
H -1.485 -10.532 -6.098 0.18
```

## Properties
Spin multiplicity = 1
LUMO level = -0.2059 hartree
Net charge = +1
Total energy = -134666.94994 eV
HOMO energy = -12.00 eV
Molecular weight = 1250.5 g/mol

***

Density functional theory data (wB97M-V/def2-TZVPD) for C32H36Ge2IrN3O3S as an isolated structure.

```
78
Properties=species:S:1:pos:R:3:lowdin_charge:R:1
Ir 0.345 0.194 -0.606 1.18
S 3.465 -1.714 -3.131 1.09
C 4.229 -0.462 -2.248 -0.37
C 3.410 0.141 -1.339 -0.19
C 2.104 -0.425 -1.338 -0.35
C 2.010 -1.446 -2.285 -0.54
C 0.715 -2.072 -2.393 -0.25
C 0.307 -3.130 -3.200 0.02
C -0.990 -3.588 -3.124 -0.01
C -1.885 -2.986 -2.240 -0.03
C -1.442 -1.941 -1.466 -0.11
N -0.172 -1.498 -1.539 -0.08
H 5.262 -0.232 -2.455 0.08
H 3.740 0.953 -0.709 0.09
H 1.019 -3.577 -3.881 0.13
H -1.314 -4.409 -3.749 0.13
H -2.910 -3.316 -2.159 0.12
H -2.086 -1.415 -0.775 0.10
C -4.154 2.110 -1.942 -0.06
C -3.297 3.355 -2.129 -0.15
C -2.131 3.473 -1.120 -0.30
C -1.263 4.712 -1.440 -0.15
C -0.100 4.908 -0.476 -0.06
C -2.725 3.652 0.284 -0.35
O -3.454 4.552 0.567 0.19
N -2.402 2.709 1.314 0.26
C -1.656 1.614 1.111 -0.49
O -1.420 0.753 2.034 -0.21
N -1.193 1.392 -0.120 -0.02
C -1.277 2.246 -1.219 -0.42
O -0.606 1.883 -2.179 0.07
H -4.954 2.086 -2.679 0.09
H -4.626 2.088 -0.956 0.08
H -3.573 1.192 -2.067 0.07
H -3.902 4.253 -2.006 0.13
H -2.858 3.372 -3.127 0.14
H -1.927 5.576 -1.414 0.14
H -0.901 4.592 -2.461 0.13
H -0.443 5.104 0.542 0.08
H 0.505 5.760 -0.779 0.09
H 0.567 4.039 -0.454 0.08
H -2.787 2.898 2.231 0.18
C -2.118 -2.638 2.389 -0.16
Ge -2.123 -1.033 3.440 1.02
C -1.275 -1.126 5.154 -0.17
C -3.793 -0.092 3.466 -0.19
Ge 0.525 -0.050 1.652 0.93
C 1.386 1.442 2.544 -0.32
C 0.828 2.314 3.477 -0.11
C 1.604 3.312 4.052 -0.06
C 2.936 3.457 3.691 -0.05
C 3.498 2.604 2.754 -0.05
C 2.731 1.594 2.191 -0.11
C 1.289 -1.632 2.441 -0.34
C 1.478 -2.767 1.652 -0.11
C 2.125 -3.875 2.179 -0.05
C 2.542 -3.868 3.502 -0.04
C 2.331 -2.751 4.301 -0.05
C 1.698 -1.635 3.773 -0.12
H -2.895 -3.239 2.876 0.06
H -1.161 -3.148 2.439 0.03
H -2.397 -2.480 1.350 0.02
H -2.120 -1.370 5.808 0.06
H -0.835 -0.191 5.498 0.05
H -0.533 -1.916 5.178 0.03
H -4.444 -0.684 4.116 0.05
H -4.244 -0.028 2.478 0.04
H -3.689 0.904 3.890 0.04
H -0.213 2.234 3.763 0.09
H 1.167 3.984 4.779 0.11
H 3.540 4.229 4.150 0.12
H 4.535 2.719 2.467 0.12
H 3.195 0.911 1.486 0.09
H 1.152 -2.771 0.618 0.09
H 2.306 -4.744 1.561 0.12
H 3.041 -4.735 3.913 0.12
H 2.670 -2.750 5.328 0.12
H 1.571 -0.749 4.384 0.10
```

## Properties
Spin multiplicity = 1
LUMO level = -0.2444 hartree
Net charge = +2
Total energy = -171073.75405 eV
HOMO energy = -13.11 eV
Molecular weight = 880.2 g/mol

***

How do the records compare in max |F|? In the order shown, they have 0.60, 3.92, 1.69 eV Å⁻¹.